Here is a structure of composition C10H22As4F24N2O2V at a distorted geometry from the OMol25 dataset. Energies are from the ωB97M-V functional and the def2-TZVPD basis.

CARTESIAN COORDINATES (ANGSTROEM)
As  -19.372  -13.492  -32.922
As  -15.742  -20.196  -32.546
As  -13.191  -16.146  -31.655
As  -16.785  -17.633  -28.457
V  -16.947  -16.406  -32.163
F  -19.733  -13.552  -31.143
F  -13.346  -17.698  -30.755
F  -14.308  -19.800  -33.502
F  -14.982  -16.232  -31.863
F  -17.154  -20.466  -31.463
F  -12.962  -16.949  -33.253
F  -18.272  -18.605  -28.589
F  -17.966  -12.466  -32.910
F  -15.760  -19.100  -28.880
F  -14.714  -20.302  -31.094
F  -17.668  -15.987  -28.256
F  -19.292  -13.607  -34.688
F  -18.274  -14.988  -32.789
F  -16.084  -18.418  -32.328
F  -12.990  -14.600  -32.554
F  -11.409  -16.159  -31.323
F  -15.720  -21.977  -32.700
F  -16.873  -17.299  -30.263
F  -20.422  -12.029  -33.214
F  -15.227  -16.721  -28.427
F  -16.685  -20.060  -34.111
F  -16.776  -18.068  -26.724
F  -20.829  -14.512  -33.037
F  -13.375  -15.190  -30.148
O  -18.958  -16.966  -31.577
O  -15.913  -15.238  -33.768
N  -16.673  -14.497  -30.613
N  -17.671  -17.301  -33.988
C  -14.572  -12.544  -28.053
C  -19.918  -16.672  -30.551
C  -17.219  -16.629  -35.186
C  -19.529  -17.893  -32.525
C  -15.464  -13.901  -34.096
C  -17.013  -12.691  -28.799
C  -16.812  -13.694  -29.800
C  -19.118  -17.449  -33.838
C  -15.807  -16.187  -34.885
C  -15.987  -12.693  -27.674
H  -17.501  -18.252  -34.282
H  -17.913  -12.997  -28.267
H  -19.274  -18.941  -32.367
H  -14.247  -13.379  -28.674
H  -20.617  -17.948  -32.563
H  -20.327  -17.566  -30.083
H  -19.502  -16.439  -33.983
H  -15.085  -16.998  -34.792
H  -16.009  -13.550  -34.973
H  -15.382  -15.741  -35.785
H  -17.159  -17.298  -36.045
H  -19.497  -18.098  -34.628
H  -17.787  -15.720  -35.384
H  -17.179  -11.757  -29.336
H  -14.390  -11.705  -28.725
H  -16.261  -11.943  -26.932
H  -14.385  -14.023  -34.190
H  -15.690  -13.144  -33.346
H  -19.496  -15.934  -29.869
H  -16.104  -13.569  -27.036
H  -13.808  -12.559  -27.276
H  -20.773  -16.250  -31.079

## Properties
Energy above the lowest of the compared OMol25 structures with the same formula, charge and spin, eV: 2.120
Lowest unoccupied orbital energy (spin up / spin down), eV: 0.08 / 0.84
Largest force on an atom, eV/Å: 4.4
HOMO energy (spin up / spin down), eV: -9.46 / -9.51
Gap between HOMO and LUMO (spin up / spin down), eV: 9.535 / 10.347
Spin multiplicity: 3
Charge: -1